Entry 1:
# C39H59N2O4PRb

A molecular structure, C39H59N2O4PRb (wB97M-V/def2-TZVPD, the OMol25 dataset).

XYZ file:
```
106
Properties=species:S:1:pos:R:3:forces:R:3
Rb -0.28764 -0.25722 -0.95759 -0.190 0.090 -0.139
P 1.98716 0.02158 1.26274 -0.842 0.395 1.586
O -1.16992 -1.75930 -3.15288 0.208 -0.488 1.498
O -2.38203 -2.31984 -0.67199 0.725 -0.354 -0.004
O -4.68406 -0.81340 -1.57792 0.303 0.284 0.426
O -2.21466 0.73785 -2.90936 -0.277 -0.176 -0.927
N -0.33928 1.86886 1.18859 -1.524 0.067 0.249
N 2.09196 -0.15315 -3.11173 0.059 0.265 0.893
C -1.70159 2.17666 1.04410 0.859 0.157 1.188
C 3.21357 -2.12911 2.87972 0.513 0.738 -0.793
C 2.06405 -1.70155 1.96666 -0.375 -0.165 0.029
C -4.39590 3.01586 0.66600 1.504 -0.162 -1.726
C 2.32418 -0.87471 -4.32180 -1.354 -0.575 -0.869
C 1.64124 2.05903 4.96906 -0.001 -0.765 -1.306
C -4.04122 2.07020 1.60279 -1.374 0.284 0.989
C -0.93857 3.51108 -0.92299 -0.576 1.184 1.076
C 2.36986 1.27656 -3.25292 0.778 -0.448 0.572
C -0.17759 2.73588 3.53571 -1.187 -0.098 -0.964
C 1.35203 1.06520 2.69114 0.366 0.294 -0.055
C 3.45547 2.12422 0.42449 -0.213 0.135 -1.523
C -1.66972 -1.22472 -4.30372 -0.177 0.872 -0.624
C 0.68675 -1.97554 2.62522 0.796 0.395 -0.064
C 2.38498 2.05811 6.26407 -0.813 -1.018 -0.147
C -4.15896 0.51233 -1.57256 -0.235 -0.132 -1.499
C -1.43362 -3.24644 -1.28623 -1.588 -0.216 -0.550
C -2.42521 0.70548 3.02821 -0.475 1.629 -0.065
C -2.75279 1.71295 1.90750 2.027 -1.095 -0.582
C 0.50846 2.82239 4.72422 0.034 -0.041 -0.159
C 4.12476 -2.81744 -1.77189 -1.501 -0.746 -0.204
C 1.66585 -2.78616 -1.49336 -0.783 0.421 0.133
C 3.66165 0.71585 1.01476 1.151 0.222 0.513
C -3.65762 0.87934 -2.98344 1.422 1.652 2.512
C 1.76414 -4.14607 -1.26298 0.861 -1.026 0.049
C -4.56794 -1.46271 -0.32075 0.099 -0.192 0.732
C 2.87691 -2.15782 -1.80710 0.979 -0.792 0.701
C -3.72313 -2.72129 -0.44182 0.611 0.936 -0.694
C 0.22084 1.90726 2.42087 0.506 -0.238 0.683
C 4.14880 -4.21635 -1.58793 1.234 0.146 0.210
C -5.81105 3.32336 0.30491 0.193 -0.122 -0.307
C 2.90377 -0.69198 -1.99937 0.384 2.269 0.090
C -1.45336 -3.10798 -2.83676 0.728 0.089 1.453
C 1.96890 1.14322 3.94813 1.031 -0.138 0.270
C 2.96515 -4.88262 -1.35350 -0.863 0.467 0.016
C 4.66131 0.89633 2.18491 0.351 -0.096 0.332
C -3.34007 3.47740 -0.20228 -1.168 -0.405 0.963
C -1.61228 0.33818 -4.15472 -0.593 -1.191 0.855
C -2.04227 3.03321 -0.02440 -0.429 0.275 -0.415
H -0.28933 2.70250 -1.13052 0.790 -0.661 -0.558
H 5.66608 1.18000 1.75863 -0.850 -0.281 0.486
H 4.33263 2.46360 -0.18831 -0.632 -0.360 0.463
H -3.79545 -3.32528 0.44319 -0.080 -0.378 0.692
H -1.15202 3.25693 3.46400 0.767 -0.051 -0.156
H -0.13697 -1.82917 1.91899 0.021 -0.341 0.092
H 1.72718 1.71441 -4.02824 0.144 0.128 0.391
H 4.14432 -2.05227 2.30265 -0.041 -0.124 0.211
H 0.71881 -2.96574 3.07563 -0.355 -0.291 -0.296
H 4.33539 1.69954 2.87440 0.154 -0.301 -0.456
H 3.33462 -0.78433 -4.69757 0.668 0.362 -0.347
H 2.52293 2.22829 -0.21892 1.062 -0.202 0.812
H -2.34943 1.27634 3.97584 0.160 -0.410 -0.305
H -0.63902 -3.75035 -3.18434 -0.033 -0.080 -0.261
H -1.66604 -4.30617 -1.03367 -0.056 0.568 -0.023
H -2.40656 -3.45399 -3.22160 -0.368 0.164 -0.344
H 4.76531 -0.01005 2.81675 0.137 0.470 -0.556
H 0.92233 -4.76211 -0.92514 -0.258 0.256 -0.181
H -4.87425 1.25806 -1.27099 -0.706 0.002 0.275
H 4.16872 0.02954 0.31828 -0.288 0.264 -0.149
H -2.20191 0.83980 -4.90531 0.297 0.059 -0.914
H 1.78157 1.43886 6.93938 0.336 0.119 0.404
H -4.08023 0.26013 -3.70694 -0.702 -1.197 -1.269
H 5.00190 -2.22748 -1.93173 0.700 0.044 -0.056
H 2.82029 0.45321 4.16981 -0.732 0.641 -0.303
H 0.53792 -1.28071 3.44494 -0.101 0.209 0.176
H -1.07701 -1.63428 -5.13272 -0.114 0.569 -0.488
H -1.33815 4.00381 -1.79911 -0.040 -0.102 -0.412
H -4.85670 1.64845 2.20359 0.217 0.003 -0.062
H -6.06618 2.92018 -0.67658 -0.127 -0.327 -0.015
H 2.09463 -2.30636 1.03961 0.186 0.079 0.413
H 1.58259 -0.51896 -5.09211 0.791 -0.375 0.442
H -6.56558 3.01345 1.01945 0.042 -0.109 0.219
H -5.86760 4.37414 0.15745 -0.420 1.177 0.053
H 0.12008 3.48327 5.48517 -0.029 0.174 0.198
H -3.24042 0.01240 3.15871 -0.313 -0.438 -0.081
H 5.10938 -4.77664 -1.53689 -0.697 0.534 -0.224
H 2.17877 -1.95981 -4.15898 -0.221 0.579 0.000
H 2.89262 -5.95537 -1.21642 0.394 -0.101 0.079
H -5.58329 -1.75744 0.00467 0.335 0.163 0.070
H -0.56826 0.63293 -4.13845 0.087 0.299 0.006
H 2.33879 1.77889 -2.25806 -0.734 -0.259 -0.744
H 3.35889 2.81725 1.25064 -0.208 0.239 0.130
H -0.35361 4.26241 -0.36606 0.063 -0.273 -0.194
H 3.44179 1.42644 -3.50475 -0.174 0.017 -0.470
H 3.34158 1.56452 6.12676 0.265 0.134 0.185
H -2.70224 -1.52157 -4.44655 -0.563 -0.164 -0.134
H -4.10260 -3.27417 -1.27741 -0.228 -0.600 -0.687
H 3.10161 -3.15169 3.17165 -0.138 -0.832 0.191
H -3.33871 0.58379 -0.89296 0.677 0.124 0.462
H -4.08922 -0.82543 0.47403 -0.563 -0.241 -0.780
H 3.35243 -1.54077 3.78628 -0.274 0.115 -0.002
H -3.92800 1.95159 -3.19273 0.396 -0.815 0.023
H 2.48490 3.03663 6.69133 0.228 0.531 0.225
H -3.57397 4.18749 -1.01100 0.103 -0.321 0.319
H -1.47993 0.19820 2.86946 -0.030 -0.090 -0.087
H 3.97420 -0.35024 -2.14133 -0.552 -0.197 -0.018
H 2.54097 -0.10373 -1.10201 0.396 -0.928 -0.801
H -0.43182 -3.01593 -0.92565 0.030 0.237 -0.051
```
Positions in Å, forces in eV/Å.

2S+1: 1
Net charge: -1
HOMO energy (hartree): -0.1222
Relative energy (zero: lowest compared OMol25 entry of this formula, charge and spin) (eV): 0.320
Strongest force on any atom (eV/Å): 3.326


Entry 2:
# C39H60AsGeN4P3RuS4

A molecular structure, C39H60AsGeN4P3RuS4 (wB97M-V/def2-TZVPD, the OMol25 dataset).

XYZ file:
```
113
Properties=species:S:1:pos:R:3:forces:R:3
Ru 0.38126 -0.34884 0.16488 -2.120 2.042 -1.047
As -2.93983 3.75693 -0.80906 2.646 -0.326 1.084
Ge 1.55904 -2.18518 1.22001 0.388 -0.442 0.052
S -0.32038 1.54170 -0.94023 1.186 -0.019 0.447
S -1.54712 4.84709 -1.90159 -1.126 -0.297 -0.053
S -2.85710 4.04953 1.27522 -0.796 -0.143 -0.941
S -2.28564 1.38297 -1.04045 -1.563 0.576 -0.220
P 2.56978 0.52884 -0.18338 0.624 -0.489 -0.031
P -0.70105 -2.15631 -0.98402 0.168 -0.814 1.349
P -0.42737 -0.09323 2.42451 0.978 -0.906 -0.140
N 2.71598 -3.90726 2.16044 0.229 -0.570 0.308
N 3.34539 -1.49005 1.49238 -0.257 -0.162 -0.142
N 1.32730 -3.67536 0.00881 0.076 0.178 0.225
N 0.59697 -2.56414 2.82050 0.428 0.008 -0.038
C 4.49709 2.56947 -0.29775 -0.044 0.034 -0.069
C 3.22215 -4.65199 1.02999 -0.055 0.086 0.074
C 0.86326 -6.53965 4.09386 0.019 0.004 -0.019
C -3.20821 -0.03141 2.15567 0.030 -0.023 0.095
C 4.68454 -6.17087 -0.09528 -0.003 0.014 -0.006
C 5.15950 -1.38148 3.17353 -0.027 0.044 -0.012
C 3.25347 0.01454 -1.82980 -0.452 -0.180 -0.154
C 2.43541 3.04573 1.06099 0.079 0.019 -0.060
C 2.69001 -5.36102 -1.19458 -0.013 0.022 -0.032
C -0.43106 -1.33231 -3.64496 -0.053 -0.035 -0.015
C 1.36767 0.22746 4.63651 0.053 0.009 -0.034
C 0.64674 -3.85534 3.32871 -0.227 0.127 0.016
C -0.30406 -4.42490 4.17579 -0.041 -0.002 -0.028
C -2.05228 0.59447 2.93757 -0.114 0.046 -0.489
C 0.87925 0.86864 3.33623 -0.189 0.238 -0.003
C 1.72474 -4.63981 2.92317 0.117 0.062 -0.106
C 2.38729 -4.57125 -0.08650 -0.145 0.040 -0.205
C 2.66117 0.85863 -2.96445 0.216 0.005 0.052
C 5.78128 -1.98498 4.26209 -0.013 0.024 -0.009
C -2.09081 -2.75674 0.12134 -0.063 0.012 -0.133
C 3.82856 -6.16194 -1.18351 0.011 0.030 -0.010
C -1.81282 -3.40771 -3.23225 -0.031 0.010 0.051
C -1.38993 -2.04359 -2.68633 0.167 0.551 -0.026
C 3.73333 -3.29356 2.98024 -0.110 0.041 -0.084
C 5.35031 -3.21014 4.74154 0.005 0.012 -0.009
C 0.43894 2.32382 3.54811 0.014 -0.063 0.039
C -0.46317 -1.72120 3.25403 -0.313 -0.098 0.049
C -0.18050 -5.75744 4.55810 -0.031 0.036 0.011
C 4.09704 -2.02226 2.53345 0.063 0.190 -0.037
C -2.07017 -4.25718 0.41699 -0.032 0.044 0.038
C 3.75913 -0.20545 0.99649 0.000 -0.025 0.185
C -3.46858 -2.29016 -0.35726 0.057 -0.051 -0.033
C -2.29273 0.46808 4.44239 -0.024 0.072 0.006
C 4.31488 -3.87040 4.08828 0.013 -0.085 0.005
C 0.44635 -3.57948 -1.11795 0.218 -0.012 -0.116
C 2.97088 -1.47238 -2.05142 0.195 0.140 0.065
C 4.37431 -5.40572 1.02562 0.034 -0.033 0.049
C 2.99300 2.32726 -0.15928 -0.195 -0.004 0.057
C 1.82548 -5.97090 3.26445 0.027 -0.030 0.027
H 0.44001 -1.95074 -3.87322 -0.010 0.022 0.014
H -1.14142 -3.84048 4.53460 0.015 -0.027 0.011
H -0.94711 -4.03723 -3.44235 -0.018 0.013 -0.006
H -3.38023 -1.06701 2.46059 -0.015 0.035 0.007
H 2.64541 4.11381 0.98520 0.018 -0.002 0.021
H 1.78864 -0.76557 4.46681 -0.022 0.013 0.017
H -2.47667 -3.94571 -2.55665 0.027 -0.018 -0.022
H 3.38646 -1.79924 -3.00653 0.017 0.011 0.009
H 0.94425 -7.57791 4.38472 -0.014 0.006 -0.018
H 1.89450 -1.62946 -2.07785 -0.012 -0.037 -0.040
H 0.99217 -3.45268 -2.06433 -0.062 -0.033 -0.039
H -0.27072 2.40558 4.37164 0.038 0.010 -0.014
H 5.82204 -3.65991 5.60405 -0.004 -0.001 -0.007
H -2.34893 -3.25432 -4.17050 0.026 -0.022 0.003
H -2.88357 -4.48204 1.11119 0.029 -0.014 -0.004
H -0.40616 -1.53822 4.33150 -0.092 -0.039 0.025
H -2.00780 1.64824 2.66064 -0.007 0.098 -0.009
H 0.57742 0.15495 5.38486 0.028 0.010 -0.003
H 4.33172 0.16524 -1.77616 0.040 0.024 0.033
H -1.45259 -2.16244 3.05432 -0.051 0.042 0.099
H -1.13497 -4.56641 0.88821 -0.002 -0.012 -0.035
H -4.12122 0.53320 2.35253 -0.004 -0.026 0.019
H -0.09010 -0.38164 -3.23586 -0.005 0.006 -0.023
H 3.13290 1.83921 -3.03328 -0.021 0.000 0.002
H 4.72175 -0.28345 0.47670 0.074 0.080 0.099
H -2.27083 -1.40563 -2.57779 -0.047 -0.021 0.013
H -0.91960 -6.18712 5.22327 0.012 0.020 -0.028
H 3.87809 0.52848 1.80940 0.057 -0.002 -0.020
H 1.58967 1.01148 -2.83246 -0.022 -0.002 -0.055
H -2.46677 -0.56825 4.73679 -0.009 0.036 -0.024
H 4.93543 2.06687 -1.15943 0.006 0.036 0.022
H 3.96911 -4.83412 4.44140 0.004 0.008 -0.032
H -0.94513 -1.12505 -4.58493 0.018 -0.036 0.001
H -1.88308 -2.24534 1.06058 0.011 0.030 -0.008
H -4.19376 -2.42611 0.44710 0.006 -0.017 -0.031
H -0.15895 -4.48525 -1.21595 0.024 -0.031 -0.078
H 2.15680 0.85665 5.05463 -0.010 -0.021 -0.004
H 2.81032 0.35134 -3.91898 0.023 0.016 0.006
H 6.60996 -1.48158 4.74435 -0.033 0.015 -0.011
H -3.47643 -1.23500 -0.63270 -0.041 -0.014 -0.013
H -3.02869 -0.00349 1.08488 -0.006 0.001 0.031
H 1.35883 2.92056 1.11941 -0.065 0.017 0.050
H 2.04825 -5.35405 -2.06606 0.028 -0.035 0.014
H -0.03019 2.75558 2.66304 0.011 0.018 -0.002
H 3.39379 -2.09543 -1.26052 -0.026 -0.033 -0.010
H -1.48011 0.86830 5.04521 -0.027 -0.037 0.011
H 5.57903 -6.77782 -0.10527 -0.001 0.003 -0.002
H 5.03249 2.25293 0.59959 -0.004 0.000 -0.028
H -3.19241 1.03884 4.68156 0.008 -0.048 0.051
H 4.05240 -6.77672 -2.04642 -0.019 0.024 0.008
H -2.23422 -4.85713 -0.47971 -0.001 0.001 0.021
H 5.02408 -5.40627 1.89244 -0.029 -0.006 0.003
H 5.50032 -0.41337 2.83187 0.044 -0.034 0.037
H 1.71966 0.86017 2.64242 0.049 0.036 -0.075
H 1.30563 2.93678 3.79757 -0.014 -0.003 0.020
H 2.65238 -6.56381 2.89251 0.010 0.030 0.006
H -3.81321 -2.87035 -1.21435 0.000 0.027 0.015
H 2.89390 2.68220 1.98306 -0.010 0.022 0.017
H 2.47727 2.73308 -1.03481 0.032 -0.034 -0.050
H 4.66561 3.64055 -0.42129 0.039 -0.016 0.024
```
Positions in Å, forces in eV/Å.

2S+1: 2
Expectation value of S²: 0.887
Net charge: +1
HOMO energy (alpha / beta) (hartree): -0.3575 / -0.3578
Strongest force on any atom (eV/Å): 3.124